47
Properties=species:S:1:pos:R:3:forces:R:3:lowdin_charge:R:1 method="wB97M-V/def2-TZVPD" lumo_ha=0.05833 charge=-1 e_above_lowest_kcal_mol=9.7
Ag 2.5384 -1.0134 0.6497 2.1133 -0.8255 0.5102 0.817
O 1.5794 1.3338 3.6249 0.3189 -0.4013 1.1070 -0.057
O 2.2119 -3.4105 -0.0930 1.0140 -0.1259 1.2790 -0.070
O 0.8622 0.0566 -3.0695 1.2274 0.4048 0.1210 -0.031
O -2.3165 -2.4599 0.5191 -0.7252 0.9902 0.7957 -0.042
O 2.9273 -0.3048 -1.5204 1.1623 -0.0183 0.3730 -0.091
O 0.3943 -1.2182 0.3736 -1.8679 3.2629 0.7438 -0.238
O -0.7710 0.7448 0.0906 1.2380 -1.5375 1.0645 -0.123
O -1.6926 -0.0185 -2.3258 0.3754 0.6302 -0.1709 -0.065
O -1.7416 2.6723 1.5521 -1.3057 1.8196 1.0907 -0.057
O 2.3217 2.9516 1.2129 0.0515 -0.3936 -0.0917 -0.094
O -0.1809 -2.5612 -1.8076 -1.0742 -1.4972 -0.5839 -0.058
O 1.1876 0.7335 1.1406 0.0414 -0.0809 0.7780 -0.100
O -3.3684 0.4667 0.5273 -1.3674 -0.1976 -0.3630 -0.057
O -0.0013 -3.3882 1.8808 -1.3495 -1.2764 0.1915 -0.090
O 0.4527 2.6396 -1.0970 0.7969 0.7254 -0.7683 -0.028
O -0.8905 0.1178 3.4774 -1.3401 -0.7860 0.2616 -0.018
O -1.9776 2.8002 -2.4221 -0.7184 -0.0898 -0.1510 -0.066
C 0.2286 0.1289 0.6349 -1.0357 -2.9778 -3.7530 -0.697
H 0.7673 -0.6024 -3.7425 -0.0961 -0.4553 -0.6683 0.049
H -1.6190 -1.8112 0.3377 0.0063 -0.2368 -0.0821 0.008
H -0.7645 0.2120 2.5472 -0.6288 0.0654 -0.9137 -0.024
H -0.9748 -3.2331 1.7055 1.7127 0.3310 0.3738 0.035
H -1.3187 0.2078 -1.4322 -0.9091 -0.8168 -0.0480 0.026
H -2.1448 1.8566 -2.3340 -0.4924 -0.1685 -0.4436 -0.013
H 1.1095 2.1648 3.6338 -0.0342 0.4915 -0.1757 0.053
H 0.3259 -2.6172 -2.6190 0.3399 0.5087 0.4790 0.039
H 0.1013 -1.9483 -1.1155 0.5341 0.7988 0.0029 -0.032
H -2.0656 -3.2655 0.1078 0.5317 -0.9149 -0.9013 0.020
H -1.1709 2.1134 1.0492 0.2172 -0.3078 -0.8775 -0.046
H 3.4377 -0.4573 -2.3133 0.4690 -0.0108 -0.1327 0.051
H -1.2235 2.8717 -1.8447 0.8984 0.6290 0.1697 -0.031
H 2.6858 -3.4882 -0.9139 -0.4189 0.0932 -0.6472 0.034
H 1.6124 1.0693 2.6999 0.0198 0.1931 0.0038 -0.025
H 1.2927 -3.1494 -0.1815 -0.3376 -0.3543 -0.5864 -0.014
H 1.2829 2.2342 -1.3438 0.5385 0.3817 -0.4949 0.042
H 1.7869 2.1149 1.0579 0.7645 1.6118 0.0261 -0.028
H -2.4348 3.0544 0.9750 0.8666 -0.6854 0.2775 0.059
H -0.0502 0.4306 3.7593 1.4825 0.5048 1.0415 -0.026
H 3.0571 2.9097 0.5941 -0.1095 0.0517 0.0343 0.020
H -2.4363 0.6210 0.3896 0.2896 -0.0155 0.3374 -0.044
H -3.4894 0.1587 1.4273 0.2626 0.0514 0.0887 0.040
H -2.1063 -0.8859 -2.3611 0.1840 0.0004 0.6958 0.073
H 0.4637 -2.5735 1.7084 -0.4044 0.5888 -0.0659 -0.030
H -0.0090 0.0824 -2.6670 -1.1687 0.1130 -0.0415 -0.006
H 2.0387 -0.2584 -1.8724 -1.1434 0.2475 -0.6441 -0.027
H 0.0825 1.9181 -0.6004 -0.9291 -0.3210 0.7578 -0.041


47
Properties=species:S:1:pos:R:3:forces:R:3:lowdin_charge:R:1 method="wB97M-V/def2-TZVPD" lumo_ha=0.05217 charge=-1 e_above_lowest_kcal_mol=16.5
O -2.3700 -2.3336 -0.2955 0.9029 0.1353 1.3204 -0.135
O -1.6420 2.5534 -3.2785 -0.8268 2.7924 -0.6832 -0.024
O 1.7160 1.9844 -1.1965 0.6237 0.8003 -0.7175 -0.058
O -2.6710 -0.2196 -1.7425 -0.8667 0.0748 0.2365 -0.079
O 4.1390 -0.1896 -0.0845 2.2751 -0.9046 -0.6875 -0.054
O 2.7590 -2.0876 2.0135 -0.1147 -0.0656 -2.3030 -0.038
O -2.9180 0.2574 1.4915 -0.6658 -0.4087 -1.0157 -0.035
O 0.1130 0.3734 -3.1735 0.8871 -0.5703 -1.5790 -0.079
O 2.3850 1.3194 1.8655 0.1349 0.4529 -1.1991 -0.049
O -3.1260 2.3434 -0.3225 1.2328 0.9344 -1.1863 -0.024
O -0.0380 -3.7946 1.9415 -1.2704 1.3090 0.5462 -0.090
O -0.4920 0.4844 -0.6585 0.6876 -1.4289 2.3725 -0.085
O -0.7380 2.7804 0.6775 -0.7526 0.7007 0.7949 -0.074
O 1.5080 -0.3686 0.1655 -5.0765 -0.8726 -0.1396 -0.289
O -0.5230 -0.9176 1.0955 0.4566 -0.6451 0.7114 -0.131
O 2.0270 -1.6066 -2.4065 0.1551 -1.2428 -2.0551 -0.037
O -0.6880 0.6404 3.3205 -0.0386 -1.0632 1.0268 -0.064
C 0.0790 -0.2486 0.2255 3.2602 1.0962 -2.6854 -0.657
Li 1.0390 -2.1026 0.8795 0.1950 0.1927 0.4819 0.721
H -2.0020 0.0534 1.2525 -0.1263 -0.2107 0.2582 -0.009
H -0.5940 1.4654 2.8565 0.3118 0.5109 -0.8538 0.016
H 4.5330 -0.9586 0.3625 -0.3458 0.5702 -0.1891 0.030
H -0.7970 2.9984 -3.2535 0.2232 0.9585 -0.0918 0.034
H -1.2970 1.7344 -3.0795 0.3710 -3.3950 0.4879 -0.073
H -2.8520 0.7964 2.2615 0.2815 0.5568 0.9985 0.033
H 2.2820 1.0084 2.7385 -0.3484 -0.4328 1.5617 -0.007
H -0.1170 0.5934 -2.2705 0.4290 -0.2005 0.6794 -0.033
H 2.9220 -1.5456 -2.7635 -0.1412 0.1242 0.4120 0.060
H 3.2740 -0.1136 0.2725 -1.2319 0.2972 0.5569 -0.061
H -3.9780 2.6444 -0.1175 -1.8795 0.5698 0.3325 0.029
H -2.6260 -1.5136 -0.8085 -0.0573 -0.7731 0.1988 -0.023
H -0.9100 -3.3446 2.1835 1.6813 -0.7736 -0.4894 0.097
H -1.7960 -1.9636 0.4405 -1.2239 -0.5311 -1.4504 -0.009
H 2.0020 -1.1396 -1.5965 0.2487 1.1923 1.8853 -0.032
H -0.6120 2.0124 0.1165 0.3000 0.0780 -0.3256 -0.031
H 1.8880 0.6904 1.2815 0.5188 0.5643 0.4902 -0.028
H -2.4460 -0.5856 -2.6125 0.7296 0.4419 0.7060 0.074
H 2.9900 -3.0106 2.0015 0.1962 -0.3980 0.9581 0.056
H -0.5220 -0.1046 2.7075 -0.0863 0.9574 0.1337 0.006
H -1.6730 3.0024 0.4545 0.8100 -0.0463 0.1091 0.015
H 2.5880 -1.7116 2.8535 -0.0622 0.0225 1.4898 0.050
H 2.1060 1.7514 -2.0595 -0.4912 -0.1581 0.8148 0.047
H -3.0030 1.5584 0.1895 -0.1567 -1.3064 0.7657 -0.020
H 1.2980 1.2034 -0.8045 0.6370 0.2625 -0.6323 -0.023
H 0.9530 -0.1446 -3.1455 -1.1178 0.3516 0.2109 0.027
H -0.2630 -4.2906 1.1575 -0.3361 -0.4081 -0.4292 0.041
H -1.9070 0.0464 -1.1345 -0.3323 -0.1113 -1.8270 0.014


46
Properties=species:S:1:pos:R:3:forces:R:3:lowdin_charge:R:1 method="wB97M-V/def2-TZVPD" lumo_ha=0.19262 charge=-2 e_above_lowest_kcal_mol=2.1
O -2.3022 1.7243 0.1502 -0.0199 0.1479 -0.5740 -0.043
O 0.2398 2.4023 -1.5738 -0.8584 0.0538 -0.7226 -0.068
O 2.3498 0.7163 3.1282 0.9368 -0.5242 0.3537 -0.123
O -0.5292 -2.5007 -1.5548 -0.8101 -1.6844 0.3523 -0.053
O -1.0052 -0.1767 1.3482 3.0606 1.3476 -1.8843 -0.155
O 1.2668 0.0253 0.9282 -2.2443 0.2290 -0.2621 -0.082
O 0.5548 1.3083 -4.2558 0.3839 -0.5566 -1.6163 -0.055
O 0.1988 -1.9317 2.7962 0.5344 -3.2672 -0.6875 -0.020
O -2.9582 -1.6117 0.1442 -0.8451 -0.7138 -0.1285 -0.057
O 2.7468 -2.3757 1.1642 1.9847 -1.1247 -1.9384 -0.080
O -2.5032 -0.5467 3.6102 1.6716 1.8992 0.2610 -0.054
O 2.0608 2.4413 0.6442 0.7043 1.2731 -0.4342 -0.078
O -0.9312 -1.1767 -4.2348 0.7986 -1.1326 -1.7699 -0.096
O -0.0352 2.1373 2.8962 -0.2619 0.3160 0.0599 -0.057
O -2.2462 -0.2027 -2.1768 -0.6104 0.7328 -1.5594 -0.068
O 2.2648 -0.2987 -1.9088 0.5567 -0.2252 0.4281 -0.086
O -0.1752 -0.0107 -0.8198 1.2913 0.6987 4.7173 -0.198
C 0.0388 0.0343 0.5532 -0.6359 -3.0546 -2.5313 -0.580
H -1.6482 1.0773 0.4612 -0.7473 0.0805 -0.4103 -0.030
H 1.3148 3.0213 0.8322 -0.0697 -0.4202 0.2500 0.033
H 1.9958 -0.3727 -2.8278 -0.4933 0.1145 0.2196 0.001
H -0.2862 1.3583 2.3822 -0.2430 -0.0237 0.2387 -0.007
H -2.6402 -0.9097 -1.6778 -0.2822 -0.4947 0.5561 0.010
H 1.4618 -0.2257 -1.3258 0.3321 -0.0071 -0.9656 0.002
H -0.4052 -1.5717 -1.3568 0.5734 0.4533 -0.0108 -0.034
H -2.5902 -2.5017 0.1592 0.2003 0.1128 -0.0876 0.045
H -1.4142 0.0033 -1.7198 -0.4435 0.2515 0.5148 -0.030
H -1.3302 -0.7657 -3.4688 -0.6120 0.4250 0.8880 -0.051
H 3.1228 -2.2257 0.2502 -0.6427 -0.2897 1.4272 0.055
H 0.1898 1.5463 -1.0888 -0.1043 0.4294 -0.5192 -0.011
H 1.7648 1.5203 0.7352 0.0129 0.2235 -0.0648 -0.035
H 3.2638 0.3463 3.0762 -1.4159 0.4144 -0.2128 0.059
H -2.4982 2.1423 0.9722 -0.4512 0.7580 0.8990 0.016
H 0.3618 -1.5267 3.6062 0.2472 1.4135 1.7925 0.002
H 1.0828 2.7693 -1.3618 1.0158 0.1647 0.4039 0.008
H 1.4308 1.6703 -4.4028 0.0068 0.1420 0.3226 0.032
H -0.0132 -0.8977 -4.3058 -0.3507 0.3751 0.1486 -0.008
H 2.2658 -1.5797 1.2862 -1.2024 1.2085 0.4038 -0.048
H -2.2232 -1.0357 0.3822 0.2930 0.2533 0.3439 -0.011
H 0.8118 1.8893 3.2832 0.2245 0.0195 0.0099 0.003
H 0.3198 1.5083 -3.3578 -0.1574 0.6528 1.3549 -0.012
H -2.1302 -0.3147 2.7302 -0.2762 -0.4133 0.7043 0.010
H 0.2038 -2.8537 -2.0508 0.3018 0.3655 -0.1405 0.028
H -3.1922 -1.1437 3.4772 -1.5935 -1.4870 -0.6612 -0.015
H -0.0872 -1.3057 2.1552 -0.6412 0.9541 -0.1654 -0.044
H 1.8308 0.4223 2.3162 0.8818 -0.0910 0.6968 -0.015


9
Properties=species:S:1:pos:R:3:forces:R:3:lowdin_charge:R:1 method="wB97M-V/def2-TZVPD" lumo_ha=-0.01040 e_above_lowest_kcal_mol=58.3
F -1.8819 -0.4387 1.1340 -0.7918 0.2131 -0.5824 0.095
F -2.0054 1.3381 -0.1698 -1.1805 -0.4629 -0.0727 0.103
F -1.9604 -0.7414 -1.0902 -0.4031 1.3800 1.5879 0.045
O 1.2755 0.8977 0.8989 -1.9386 0.5582 -1.1702 0.224
O 1.1912 -0.8077 -0.9028 -1.2832 0.5031 -0.4108 0.233
C -1.5580 0.0948 -0.0511 5.7963 -0.6320 -1.2064 -0.444
B 0.7772 0.1745 -0.1174 -6.0482 0.0038 0.6374 -0.407
H 2.0852 0.4867 1.0229 3.2769 -0.6401 1.2556 0.068
H 2.0767 -1.0040 -0.7244 2.5722 -0.9231 -0.0385 0.083


5
Properties=species:S:1:pos:R:3:forces:R:3:lowdin_charge:R:1 method="wB97M-V/def2-TZVPD" lumo_ha=-0.05333 e_above_lowest_kcal_mol=36.1
N 1.9381 -0.5131 0.5878 1.2878 -0.6080 0.5246 0.172
C 0.8261 -0.3316 0.4028 0.1734 0.1290 -0.0770 -0.240
B -0.4176 0.2047 -0.1578 -5.1298 -0.9310 -0.8625 -0.042
H -0.4625 1.3075 -0.6364 0.0473 -0.5513 0.2551 0.005
H -1.8841 -0.6675 -0.1965 3.6213 1.9613 0.1597 0.105


6
Properties=species:S:1:pos:R:3:forces:R:3:lowdin_charge:R:1 method="wB97M-V/def2-TZVPD" lumo_ha="-0.43997 / -0.44690" charge=+2 e_above_lowest_kcal_mol=36.5
Bi 1.4759 -1.9837 -1.3335 0.6883 -0.5480 -0.9654 1.717
O 0.6968 0.3823 0.0709 -1.1476 -1.4791 -1.5896 -0.257
C 0.0972 -0.6752 -0.2549 1.2028 1.2654 3.3500 -0.526
Li -0.0142 2.0610 0.6024 0.6031 0.6235 0.2844 0.803
H -0.6097 -1.0582 0.5233 -0.5851 0.2201 -1.0743 0.086
H -1.6459 1.2739 0.3919 -0.7616 -0.0819 -0.0050 0.177


8
Properties=species:S:1:pos:R:3:forces:R:3:lowdin_charge:R:1 method="wB97M-V/def2-TZVPD" lumo_ha="-0.04225 / -0.10373" e_above_lowest_kcal_mol=67.4
Br 2.3375 1.9004 1.2942 -0.3000 -0.4909 -0.6506 0.168
Br 2.0729 -1.5907 0.3395 -0.1929 0.1997 0.3216 0.223
Cl -0.9299 -0.1937 -0.8359 -0.9639 0.0881 -0.4473 0.573
P 1.6163 0.4821 -0.4169 0.9628 -0.2665 1.3684 -0.069
O 2.3467 0.5604 -1.6716 0.0965 0.6732 -0.8119 -0.502
C -2.2756 -0.4123 0.1498 -0.1242 0.9601 -0.6707 -0.404
H -3.0962 0.3037 0.1961 0.5078 -0.0724 -0.3258 0.026
H -2.0717 -1.0500 0.9447 0.0138 -1.0913 1.2163 -0.016


20
Properties=species:S:1:pos:R:3:forces:R:3:lowdin_charge:R:1 method="wB97M-V/def2-TZVPD" multiplicity=2 lumo_ha="-0.12031 / -0.10009" e_above_lowest_kcal_mol=79.5
Te -1.9661 -1.9035 -0.8737 -5.1805 -5.3385 -3.2874 1.936
Br 1.8751 -0.2334 1.4289 0.2619 0.5674 0.6117 0.848
Br 0.9029 2.8482 1.3298 0.2890 0.1716 0.3844 0.760
Cr 0.0852 -0.0693 -0.3579 2.2436 -0.7294 0.6032 0.677
F -3.3346 -1.5943 -2.1555 1.0931 -0.2166 1.0034 -0.317
F -3.1688 -0.7922 0.2280 0.4565 -1.3998 -0.4981 -0.327
F -1.7026 -3.6192 -1.7150 0.0338 1.1919 0.6900 -0.375
F -2.9490 -3.1294 0.2353 0.6496 0.7704 -0.6359 -0.375
F -0.7027 -1.5853 -2.3917 -0.7028 0.4390 1.4710 -0.380
O 1.6023 -0.4433 -1.6920 -0.6872 -0.7413 0.9878 -0.147
O -1.6070 0.2882 -1.3116 0.8235 -1.3752 -1.9047 -0.183
O -1.3067 0.7454 0.7075 2.4271 -0.2917 2.4007 -0.082
O -2.9659 1.5708 -0.3045 -0.6219 0.4677 -0.0067 0.240
O 0.8949 1.4636 -1.3904 -0.6409 -0.2505 0.1239 -0.210
O -0.6074 -1.7836 0.2759 2.0767 1.3615 0.2526 -0.555
N -2.0455 0.8480 -0.2628 -3.1968 4.8978 -0.4848 -0.579
N 1.6101 0.7193 -2.1026 1.0423 1.1089 -1.1251 -0.108
C 2.1382 1.6345 2.1402 -0.0931 -0.1935 -0.3059 -0.863
H 3.1564 1.9308 1.8860 -0.2648 -0.2370 0.0042 0.021
H 1.9657 1.5992 3.2151 -0.0090 -0.2029 -0.2844 0.020